{"formula": "C4H13NO", "method": "ωB97M-V with the def2-TZVPD basis set", "relative_energy_ev": 2.752, "homo_lumo_gap_ev": 10.18, "smiles": "CCOCC.N", "species": ["O", "N", "C", "C", "C", "C", "H", "H", "H", "H", "H", "H", "H", "H", "H", "H", "H", "H", "H"], "coordinates": [[-0.31444, -1.80712, -1.20765], [4.14926, 3.58137, 2.62009], [-0.88524, 0.51095, -1.73567], [-1.84603, -1.69829, 0.67212], [-1.56186, -2.19201, -0.74478], [0.22380, -0.43121, -1.22760], [3.39086, 3.23815, 2.11716], [-1.60926, 0.05583, -2.35217], [-0.44090, 1.47867, -2.13904], [4.90170, 2.85873, 2.67864], [3.64626, 3.73658, 3.51894], [-1.89695, -3.29352, -0.79201], [-1.73939, -0.60258, 0.74329], [-1.40772, 0.83622, -0.68553], [1.23287, -0.34103, -1.86534], [-2.99835, -1.74943, 0.75483], [0.52935, -0.31706, -0.13226], [-1.10265, -2.08947, 1.33686], [-2.27132, -1.77476, -1.55986]]}

---

{"formula": "C32H91N5O11", "method": "ωB97M-V with the def2-TZVPD basis set", "relative_energy_ev": 5.999, "homo_lumo_gap_ev": 9.50, "smiles": "COC[C@H](C)N.COC[C@H](C)N.COC[C@H](C)N.COC[C@H](C)N.COC[C@H](C)N.CCO.CCO.CCO.CCO.CCO.CCO", "species": ["O", "O", "O", "O", "O", "O", "O", "O", "O", "O", "O", "N", "N", "N", "N", "N", "C", "C", "C", "C", "C", "C", "C", "C", "C", "C", "C", "C", "C", "C", "C", "C", "C", "C", "C", "C", "C", "C", "C", "C", "C", "C", "C", "C", "C", "C", "C", "C", "H", "H", "H", "H", "H", "H", "H", "H", "H", "H", "H", "H", "H", "H", "H", "H", "H", "H", "H", "H", "H", "H", "H", "H", "H", "H", "H", "H", "H", "H", "H", "H", "H", "H", "H", "H", "H", "H", "H", "H", "H", "H", "H", "H", "H", "H", "H", "H", "H", "H", "H", "H", "H", "H", "H", "H", "H", "H", "H", "H", "H", "H", "H", "H", "H", "H", "H", "H", "H", "H", "H", "H", "H", "H", "H", "H", "H", "H", "H", "H", "H", "H", "H", "H", "H", "H", "H", "H", "H", "H", "H"], "coordinates": [[-0.94835, -21.97577, 22.06682], [-9.33141, -24.27470, 22.11928], [-10.35627, -33.60494, 21.55032], [-8.16005, -27.13801, 27.26442], [-5.20835, -24.78581, 14.62710], [-7.70910, -16.52636, 27.14051], [-9.45993, -29.74605, 17.70820], [-21.65335, -22.20942, 20.88218], [-12.77954, -20.63384, 15.54050], [-14.38514, -17.13566, 18.84459], [-16.84802, -18.97590, 27.00227], [-16.04914, -21.90683, 29.06206], [-5.83359, -26.03446, 17.96150], [-20.96776, -23.82827, 18.65383], [-8.35121, -36.51446, 22.10931], [1.86211, -21.45868, 19.64472], [-8.94835, -35.43021, 21.31857], [-20.35610, -22.07293, 20.32209], [-17.71967, -17.82938, 27.19380], [-15.81029, -21.59244, 26.67980], [-13.49364, -17.69468, 20.92596], [-11.44432, -32.97788, 22.23108], [-2.24744, -22.54955, 22.17717], [0.96061, -20.01252, 21.40534], [-14.78568, -17.29824, 20.23976], [-22.05826, -21.05007, 21.64656], [-6.01605, -24.36210, 13.46375], [-11.31898, -20.74869, 15.29005], [-4.73574, -27.01729, 16.09800], [-7.38938, -18.38332, 25.90117], [-9.17236, -27.97253, 27.43583], [-10.87025, -19.47372, 14.55052], [-11.24963, -24.37346, 20.77115], [-15.87814, -20.84986, 28.01204], [-18.65762, -23.54278, 19.10832], [-0.28853, -22.10061, 20.80293], [-10.55870, -30.11423, 16.86591], [-7.52514, -17.90372, 27.31059], [-8.52699, -29.21384, 28.22207], [-10.71810, -29.13512, 15.71105], [-10.02273, -34.81012, 22.17849], [-17.04503, -19.85907, 28.15409], [1.15119, -21.50442, 20.97502], [-10.19160, -23.39939, 21.41476], [-20.05441, -23.43880, 19.72882], [-5.98345, -24.87316, 15.78641], [-9.49124, -35.89181, 19.96966], [-5.07657, -25.71466, 16.76381], [-11.08673, -28.14776, 15.98912], [-10.85551, -20.91886, 16.26182], [-6.72391, -17.75484, 25.30936], [-15.54463, -20.79026, 25.99129], [-5.25665, -26.80139, 18.27623], [-10.77727, -25.33368, 20.56389], [-11.21885, -18.61720, 15.12753], [-9.57534, -34.57996, 23.14542], [-8.37737, -18.41051, 27.76333], [-16.16629, -21.47483, 29.96747], [-2.86075, -22.32146, 21.30543], [-9.54734, -28.41891, 26.51483], [-8.03187, -28.91763, 29.14685], [-18.73284, -18.22473, 27.12111], [1.93525, -22.39638, 19.27666], [-10.70058, -31.14901, 16.55417], [-4.03358, -26.90606, 15.27175], [-12.35880, -33.56450, 22.14338], [-5.37427, -24.38684, 12.58307], [-7.05398, -19.41505, 25.79556], [-0.74329, -21.64995, 19.92077], [-6.34159, -23.98430, 16.30579], [-21.91328, -23.61385, 18.93688], [-11.08169, -21.60932, 14.66465], [-9.35179, -29.82111, 28.59493], [-12.04173, -24.64626, 21.46848], [-5.57348, -27.52857, 15.62377], [-15.01162, -22.33415, 26.68918], [-20.26119, -24.07240, 20.59131], [-4.21578, -27.69876, 16.77131], [-11.49996, -29.51649, 15.05429], [-18.29801, -24.55990, 18.95260], [-22.40419, -20.31762, 20.91722], [-9.75164, -28.96590, 15.23626], [-0.05951, -23.13892, 20.56302], [-12.99443, -18.44525, 20.31316], [-17.64494, -17.31601, 28.15243], [-17.50050, -17.08916, 26.42429], [-6.74967, -25.16807, 13.44616], [-8.68928, -36.34735, 19.38875], [2.78378, -21.25614, 20.00472], [-6.55357, -26.55298, 17.47895], [-2.26031, -23.62099, 22.37705], [-15.21494, -22.47401, 29.11215], [-6.84116, -16.22291, 26.86446], [-14.95906, -20.29704, 28.20640], [-6.43215, -23.36396, 13.60035], [-11.64579, -23.86414, 19.89265], [-15.59609, -18.01624, 20.36557], [-9.68141, -22.87532, 20.60657], [-11.37099, -19.39500, 13.58555], [-11.41868, -31.95034, 21.86832], [-4.22336, -25.05006, 16.89958], [-20.94364, -23.14694, 17.90864], [-9.71079, -30.15008, 18.54212], [-6.62122, -18.11060, 27.88350], [-6.92460, -25.40935, 15.66460], [-8.39743, -26.66489, 26.46354], [-9.79143, -19.32015, 14.52458], [-18.51488, -22.95998, 18.19834], [-16.81452, -21.92565, 26.41791], [-8.71597, -24.60123, 21.45881], [-11.34617, -32.86490, 23.31076], [-13.49628, -18.16820, 21.90774], [1.75949, -21.99681, 21.73372], [-10.90172, -35.45326, 22.22159], [-17.87495, -23.07664, 19.70686], [-18.01212, -20.35537, 28.23488], [-10.14102, -36.75620, 20.10648], [-17.10036, -19.33534, 29.10842], [0.56466, -19.87358, 22.41134], [1.93066, -19.51579, 21.42388], [-8.97712, -37.18940, 22.52500], [-22.83858, -21.15023, 22.40099], [-11.40679, -29.92188, 17.52306], [-21.25517, -20.59143, 22.22344], [0.26940, -19.62655, 20.65611], [-2.77742, -22.04609, 22.98571], [-20.39439, -21.23318, 19.62822], [-14.37501, -18.01457, 18.45858], [-19.72384, -21.74793, 21.14835], [-13.04874, -21.16187, 14.78530], [-9.97573, -35.11052, 19.38404], [-15.15379, -16.29514, 20.45512], [-8.38316, -18.33884, 25.45561], [-7.73283, -29.71117, 27.66522], [-7.70680, -37.03711, 21.53340], [-12.80576, -16.86729, 21.10013], [-10.04191, -27.65347, 28.01044], [-8.12174, -34.73834, 21.15687], [-10.66092, -22.60570, 21.99605]]}

---

{"formula": "C8H20INO", "method": "ωB97M-V with the def2-TZVPD basis set", "relative_energy_ev": 0.296, "homo_lumo_gap_ev": 6.44, "species": ["I", "O", "N", "C", "C", "C", "C", "C", "C", "C", "C", "H", "H", "H", "H", "H", "H", "H", "H", "H", "H", "H", "H", "H", "H", "H", "H", "H", "H", "H", "H"], "coordinates": [[4.11235, 2.40495, -2.02357], [-2.06116, -1.41834, 1.15794], [0.57301, -0.10216, -0.12968], [0.77893, 2.35431, 0.57091], [-1.33329, -0.27404, 1.49998], [0.67578, -1.04665, -2.41820], [0.41986, 1.34253, -0.45902], [-3.42008, -1.25973, 1.23543], [0.10263, -0.44885, 1.23871], [-0.05374, -0.92844, -1.16451], [2.03313, -0.32062, -0.06826], [2.35190, 0.37685, 0.68696], [0.92350, -0.14953, -2.95973], [-1.57965, 0.66111, 0.95552], [1.69813, 2.14777, 1.14769], [-0.12764, -1.94021, -0.73923], [1.65378, -1.51022, -2.30978], [0.01965, 2.39167, 1.37062], [-1.06676, -0.48002, -1.27701], [-1.36481, 0.02335, 2.52117], [-0.62296, 1.36604, -0.71158], [-3.71131, -0.78187, 2.17525], [0.63983, 0.22780, 1.83960], [-3.75624, -0.58387, 0.42660], [-3.93283, -2.23214, 1.15025], [0.08158, -1.65856, -3.05174], [0.86085, 3.29321, 0.02975], [0.41482, -1.45043, 1.52914], [2.15024, -1.38570, 0.13933], [2.49137, 0.00370, -0.99546], [1.04912, 1.37809, -1.36705]]}

---

{"formula": "C8H18OS2", "method": "ωB97M-V with the def2-TZVPD basis set", "relative_energy_ev": 0.000, "homo_lumo_gap_ev": 9.34, "species": ["S", "S", "O", "C", "C", "C", "C", "C", "C", "C", "C", "H", "H", "H", "H", "H", "H", "H", "H", "H", "H", "H", "H", "H", "H", "H", "H", "H", "H"], "coordinates": [[-0.17082, 1.27464, 0.89935], [0.42947, -0.49392, -0.06998], [1.76170, -0.17512, -0.61802], [0.85037, -1.61070, 1.31216], [-0.02849, 2.63776, -0.28125], [-0.41720, -1.94751, 2.12737], [1.43233, 3.14400, -0.14194], [1.47770, -2.90938, 0.80267], [-0.33980, 2.17565, -1.73212], [-0.98943, 3.77476, 0.09519], [1.82279, -0.86537, 2.27666], [2.28091, -1.60658, 2.93882], [1.57295, 3.58771, 0.87322], [0.53046, 1.70601, -2.18402], [-1.22151, 1.53534, -1.76596], [-2.01363, 3.39471, 0.08532], [1.67236, -3.60591, 1.64012], [1.63932, 3.90811, -0.85645], [-0.71276, 4.15661, 1.08778], [-0.84694, 4.57180, -0.62569], [-0.14111, -2.51650, 3.03073], [2.58868, -0.35007, 1.72552], [2.43284, -2.68945, 0.37222], [-0.55280, 3.02051, -2.34019], [-0.93472, -1.05038, 2.48452], [1.32606, -0.14694, 2.90784], [-1.09407, -2.53915, 1.51020], [0.84119, -3.36758, 0.07968], [2.15029, 2.33310, -0.28765]]}

---

> What is the formula in the fourth record?

C8H18OS2